Record 1
Here is a cluster of 15 separate species, C4H36O14 in total from OMol25. Energies are from wB97M-V/def2-TZVPD.

Max |F| in hartree/bohr: 0.149
Lowest unoccupied orbital energy in eV: 0.19
Relative energy (zero: lowest compared OMol25 entry of this formula, charge and spin) in eV: 4.255
Frontier orbital gap in eV: 9.82

Structure (XYZ):
```
54
Properties=species:S:1:pos:R:3:forces:R:3
O 0.3018 -2.3735 1.1355 -2.9 0.2 -0.8
O -0.8165 3.8482 0.9329 0.6 1.8 -1.6
O 0.0292 2.9439 -1.4075 -0.9 -0.9 2.6
O -0.4467 -0.8493 3.2093 -1.7 0.6 -1.8
O 4.0487 0.8014 -0.0945 -0.9 -1.2 4.5
O -0.0334 1.8906 3.0482 3.0 5.6 -4.3
O -3.3031 -1.1761 -1.4292 -2.6 1.8 1.8
O 2.1014 2.4779 0.0193 1.5 -0.2 0.8
O 1.2944 0.3388 1.4591 0.5 -3.4 4.9
O -2.5077 0.7270 0.8820 -0.3 0.2 -0.8
O -2.2723 -2.7670 0.4087 1.1 1.5 -2.9
O -1.9689 1.7426 -3.5198 -1.8 2.5 3.1
O 3.1470 -1.4678 1.5640 0.8 1.1 -0.2
O -3.0438 -1.5178 2.5456 -1.4 0.6 -0.4
C 0.2889 -2.4621 -1.9081 -0.9 -0.5 1.2
C -0.4169 0.0376 -1.9872 3.2 -0.1 0.4
C 0.4946 -0.9854 -2.1315 -2.2 0.7 1.7
C 1.8912 -0.6785 -2.4091 0.7 3.0 -1.6
H 1.5831 3.1636 0.4307 -0.6 0.2 -0.3
H -2.1208 -3.6650 0.4477 0.5 -3.2 0.0
H 1.6816 2.1481 -0.7696 -0.7 0.6 -0.4
H -1.3475 1.1207 -3.7486 2.3 -2.4 -1.4
H -2.6443 -2.5305 1.2222 -1.6 1.4 2.8
H -0.3408 1.2345 3.5194 -2.7 -5.3 3.9
H -1.7236 1.8161 -2.5412 -0.8 0.4 -2.1
H -0.7300 -2.2856 0.7811 3.1 -0.4 0.9
H -2.1944 -1.3577 2.9457 1.0 0.1 0.6
H -2.6155 0.2503 0.0197 0.2 0.1 1.1
H 0.0274 -1.1758 2.4141 -0.3 -0.2 0.4
H -1.4364 0.1253 -1.7004 -0.4 -1.3 0.2
H 4.1265 1.3149 -0.8242 0.8 2.0 -4.1
H -0.5901 3.1529 -0.6405 1.7 -0.4 -0.5
H 2.5634 -1.3318 -1.9419 1.0 -0.9 0.9
H 3.0040 -2.3790 1.2704 0.2 0.6 -0.4
H 3.5732 1.4930 0.4541 0.4 -1.2 -0.4
H 0.6581 -3.0435 -2.7369 0.0 -0.2 -0.4
H -0.7618 -2.6376 -1.7306 -0.5 -0.3 -0.5
H 3.5870 -0.8402 0.9114 -0.2 -1.7 0.3
H 2.1609 0.4098 -2.1376 -0.3 -1.7 -0.6
H -0.3972 3.9794 1.7617 0.6 0.0 1.4
H 2.0653 -0.8091 -3.4989 0.1 0.2 0.4
H 2.1089 -0.2463 1.7017 -1.8 0.8 -0.5
H -0.0066 1.0775 -1.9514 0.0 -1.3 -0.5
H 1.4414 0.6954 0.6637 1.1 2.3 -4.7
H 0.0805 -1.0617 3.9269 1.6 -0.8 2.2
H 0.6864 -2.9521 -0.9551 0.3 1.3 -1.3
H -2.9429 -0.6858 -2.1253 1.0 -0.1 -1.9
H -0.3531 3.5271 -1.9960 -0.8 2.0 -2.8
H 0.6235 1.4336 2.4522 -0.7 0.4 0.6
H -3.2999 -0.6169 2.2298 0.2 -0.9 0.1
H -1.3776 3.1244 1.0518 -1.6 -1.9 0.9
H 0.7635 -1.5977 0.8016 0.0 0.2 -0.3
H -1.5946 0.6626 1.1842 0.1 -0.2 -0.1
H -3.0454 -2.0433 -1.2094 1.2 -1.4 -0.1
```
Positions in Å, forces in eV/Å.

Record 2
Here is a cluster of 2 separate species, C5H11O3 in total from OMol25. Energies are from wB97M-V/def2-TZVPD.

Net charge: -1
Max |F| in hartree/bohr: 0.044
Lowest unoccupied orbital energy in eV: 3.82
Relative energy (zero: lowest compared OMol25 entry of this formula, charge and spin) in eV: 0.661
Frontier orbital gap in eV: 8.17

Structure (XYZ):
```
19
Properties=species:S:1:pos:R:3:forces:R:3
O -1.4874 1.2179 -0.6483 0.3 0.2 -0.3
O -1.0826 0.7034 -2.8236 0.2 0.4 -0.1
O 0.2049 1.0694 1.3718 -0.1 -0.2 0.8
C -2.9485 -0.3530 -1.6848 1.3 1.1 -0.2
C 1.3712 -1.0267 1.9161 -1.7 -0.5 -0.3
C 1.9447 0.3504 -0.1392 1.1 -0.3 1.9
C -1.7039 0.6598 -1.7574 -1.0 -1.4 0.4
C 1.4282 0.3859 1.3217 0.0 0.1 -1.1
H 1.2373 -0.1708 -0.7726 -0.1 0.3 -0.4
H 2.1099 -1.7694 1.6010 0.7 0.6 0.5
H 0.4843 -1.5415 1.5264 -0.3 0.4 -0.2
H -0.3482 0.9445 0.5639 0.0 0.2 -0.1
H -3.1122 -0.8066 -2.6599 -0.1 -0.1 0.1
H 2.0991 0.9956 1.9365 0.3 -0.1 -0.1
H -2.6550 -1.0655 -0.9157 -0.3 -0.2 0.0
H 2.8942 -0.2043 -0.0666 -0.2 -0.1 -0.5
H -3.7912 0.2381 -1.3445 -0.3 -0.2 0.1
H 1.1308 -0.9902 2.9834 0.7 -0.1 0.0
H 2.2244 1.3631 -0.4083 -0.5 0.1 -0.6
```
Positions in Å, forces in eV/Å.

Record 3
Here is a structure of composition C30H45InNOP from OMol25. Energies are from wB97M-V/def2-TZVPD.

Max |F| in hartree/bohr: 0.045
Lowest unoccupied orbital energy (spin up / spin down) in eV: 0.39 / -0.53
Relative energy (zero: lowest compared OMol25 entry of this formula, charge and spin) in eV: 0.000
Frontier orbital gap (spin up / spin down) in eV: 6.71 / 5.72

Structure (XYZ):
```
79
Properties=species:S:1:pos:R:3:forces:R:3
In -0.1243 0.0322 -1.5871 -0.2 0.5 -0.4
P 0.3438 0.1965 3.0996 -1.6 -0.4 0.9
O -0.2356 -0.1015 -4.8766 -0.4 -1.0 -1.5
N -0.9961 -0.0921 2.2894 0.0 0.9 0.1
C -2.6392 1.0171 3.7148 0.6 0.3 -0.4
C 3.0718 0.4564 2.3188 0.2 0.0 -0.7
C -2.4567 -0.0654 2.6640 0.9 0.0 -0.2
C -0.7082 -2.2671 -1.3678 0.1 -1.0 0.1
C -0.0441 -0.8806 -6.1211 -1.8 0.4 1.4
C 0.7456 -0.1487 -9.7645 -0.1 0.1 0.0
C -2.8622 -1.4526 3.0995 -0.4 -1.0 0.4
C -1.0300 2.4569 -1.0139 0.5 1.1 -0.1
C 0.3797 -1.2766 4.3636 0.9 0.2 0.3
C 0.4071 1.2054 -9.8689 0.0 -0.3 0.5
C 0.6182 -0.8120 -8.5484 -0.3 0.2 0.8
C 0.1741 2.5229 -1.8245 0.2 0.6 0.2
C 0.1391 -0.1410 -7.3964 0.0 0.4 -0.8
C 0.5590 -1.8120 0.4876 -0.3 -0.3 0.3
C 2.3313 1.4998 4.5579 -0.2 0.2 0.8
C 0.6698 1.5071 0.1942 -0.3 1.3 0.2
C -1.3791 -0.8378 -5.3816 1.8 0.1 -0.7
C -0.2240 1.2119 -7.5180 0.2 -0.3 -0.1
C -3.3346 0.2622 1.4841 -0.4 0.6 -0.2
C 2.1183 1.3718 3.0396 -1.4 -0.4 1.0
C 1.2545 2.0208 -1.0064 -0.8 -0.1 -0.3
C -0.7650 -2.0184 0.0281 0.3 -0.5 0.3
C 1.4530 -1.9408 -0.5754 0.1 -0.6 -0.4
C -0.6657 2.0195 0.2729 0.5 -0.6 -0.5
C -0.0725 1.8718 -8.7399 0.0 -0.1 0.0
C 0.1536 -2.5983 3.6244 0.0 0.0 -0.5
C 0.6957 -2.2329 -1.7572 0.5 -0.6 -0.4
C 1.7150 -1.4590 5.0613 0.1 0.0 0.5
C 1.9807 2.8025 2.5742 -0.3 0.1 -1.0
C -0.6243 -0.9782 5.4872 -0.2 0.3 0.1
H -4.3708 0.0200 1.7163 -0.1 -0.1 0.1
H 2.9287 3.3199 2.7451 0.1 -0.1 0.2
H 1.0678 -2.8490 3.0611 -0.3 -0.1 0.3
H 4.1066 0.6639 2.5841 0.2 0.1 0.1
H 0.5096 -1.8072 -6.0023 0.2 0.2 0.1
H -3.3139 1.3286 1.2955 0.1 0.2 -0.4
H -0.5886 -1.7581 6.2666 0.1 0.1 -0.3
H 2.8913 0.6818 4.9834 0.1 -0.1 0.0
H -2.0514 2.7390 -1.3029 0.7 0.1 0.0
H 2.8681 2.4176 4.8617 -0.1 -0.2 -0.6
H -2.4538 1.9417 3.1528 -0.4 0.2 0.4
H -3.9139 -1.5334 3.4703 0.8 0.3 -0.2
H 1.2036 0.9938 0.9862 -0.4 0.4 -0.6
H -2.1682 -1.8017 3.8569 -0.6 -0.3 -0.1
H -1.6394 -1.7223 -4.7923 -0.1 0.4 -0.1
H 1.3491 1.5682 5.0758 0.6 -0.1 -0.2
H -2.1772 -0.2500 -5.8515 0.3 -0.1 0.4
H 2.3265 2.1741 -1.1078 -0.2 -0.5 -0.6
H 0.2969 2.9749 -2.8368 -0.3 -0.6 1.1
H 2.8188 -0.5709 2.5827 0.5 0.0 -0.1
H -0.3685 -0.0160 5.9576 0.0 -0.3 0.0
H 2.9820 0.5417 1.2155 0.1 0.0 0.7
H 1.1114 -0.6894 -10.6393 -0.1 0.2 0.3
H -3.0745 -0.2867 0.5963 0.3 -0.2 -0.4
H -1.6531 -0.8826 5.1480 0.3 -0.1 0.3
H -3.6151 1.0207 4.2038 0.1 0.0 0.0
H 1.1121 -2.5384 -2.7496 -0.5 0.5 1.1
H 0.5170 1.7257 -10.8148 0.0 0.0 0.1
H -1.5501 -2.5985 -1.9898 0.5 0.3 0.3
H -2.7819 -2.1464 2.2478 -0.1 0.2 0.3
H 1.8601 -0.6396 5.7765 0.3 -0.5 -0.2
H 0.8332 -1.5903 1.5248 -0.1 -0.1 -0.9
H -0.6136 1.7512 -6.6549 0.2 -0.2 -0.1
H 1.6758 -2.4020 5.6418 0.2 0.3 -0.3
H -0.6478 -2.5462 2.8875 0.2 -0.1 0.2
H -1.6419 -2.1021 0.6819 0.5 0.4 -0.7
H -1.1938 2.1482 1.2137 -0.3 -0.7 -0.6
H -0.3342 2.9270 -8.8054 0.0 -0.2 0.0
H 2.5467 -1.9242 -0.4648 -0.6 0.2 -0.3
H 2.5159 -1.5041 4.3143 0.1 -0.1 0.5
H 1.7470 2.9319 1.5119 0.0 -0.1 0.4
H -0.0457 -3.4100 4.3386 0.0 0.2 -0.1
H 1.2126 3.2953 3.1668 0.0 0.1 0.0
H 0.8613 -1.8744 -8.4617 0.0 0.3 -0.1
H -1.7934 0.9385 4.3953 -0.5 0.2 0.4
```
Positions in Å, forces in eV/Å.